No. 1
ORCA calculation (ωB97M-V/def2-TZVPD) on a cluster of 13 separate species, C4H32O14S in total at a distorted geometry.

Each line ends with the natural charge from an NBO analysis.
Geometry (Å):
O -1.851 -1.408 2.220  -0.621
C 0.531 -0.084 0.256  -0.421
H -4.321 0.556 -4.070  0.478
C -0.753 0.348 0.984  -0.527
O 0.777 3.825 1.963  -1.007
H 2.201 -1.795 1.986  0.483
H -1.261 -2.822 -2.858  0.475
H -1.565 5.459 0.483  0.482
H -0.545 -3.341 -0.150  0.504
H 0.089 -2.911 -3.559  0.510
O -3.579 0.510 -3.470  -0.940
O -0.100 -0.491 3.162  -0.738
H -3.471 1.450 -3.192  0.478
H 1.313 2.255 2.594  0.510
S 2.427 0.446 -1.679  -0.108
H 2.125 0.346 -2.964  0.159
H 0.082 3.951 1.279  0.519
H -1.858 4.450 1.653  0.511
O -1.735 4.307 3.419  -0.973
H -1.599 0.287 0.290  0.231
H 4.407 -0.088 2.005  0.494
H 0.491 -1.152 0.033  0.252
O 0.414 -3.501 -0.221  -1.020
O -2.181 -2.591 -0.239  -0.994
H -2.187 0.000 -4.638  0.476
C -0.975 -0.572 2.146  0.824
H 3.807 0.484 0.709  0.504
H 0.584 1.756 -0.916  0.205
H 0.570 0.276 3.151  0.525
O 1.468 -2.413 2.095  -0.973
O -1.541 4.522 0.717  -0.989
O 3.573 0.148 1.596  -0.970
H -1.134 -1.162 -4.720  0.500
H 0.051 0.301 -1.781  0.242
H 1.256 -3.475 -1.805  0.518
H -2.213 -2.300 0.698  0.508
H 2.242 -2.653 -2.674  0.473
C 0.735 0.686 -1.034  -0.502
H 1.518 4.393 1.754  0.490
H -2.674 -1.942 -0.754  0.483
O -0.839 -2.594 -3.695  -0.994
H 2.428 1.144 2.569  0.506
H 0.803 -3.191 0.628  0.506
H 1.389 0.038 0.921  0.203
H -0.766 4.166 3.441  0.505
O 1.583 -3.360 -2.740  -0.987
H -0.723 1.406 1.257  0.224
O -1.365 -0.285 -5.101  -1.014
O 1.646 1.459 3.076  -0.994
H 0.866 -1.996 2.735  0.500
H -2.162 3.628 3.965  0.493

Cartesian forces (eV/Å) of the 3 atoms listed first:
O 0.266 0.218 -0.236
C 0.208 0.095 0.171
H -0.397 -0.175 -0.299

## Properties
* charge: 0

No. 2
ORCA calculation (ωB97M-V/def2-TZVPD) on a cluster of 2 separate species, C3H6O3 in total at a distorted geometry.

Each line ends with the natural charge from an NBO analysis.
Geometry (Å):
H 1.743 -0.364 -1.081  0.118
C -0.596 0.186 0.244  0.798
H -2.745 0.863 0.311  0.240
H 0.932 1.357 0.070  0.523
O 2.646 0.451 0.426  -0.573
O 0.049 -0.709 0.687  -0.607
O -0.066 1.361 -0.026  -0.690
C -2.078 -0.015 -0.013  -0.737
C 2.256 -0.519 -0.158  0.300
H 2.682 -1.491 0.188  0.137
H -2.579 -0.896 0.501  0.248
H -2.244 -0.226 -1.149  0.244

Cartesian forces (eV/Å) of the 3 atoms listed first:
H -0.816 -0.677 -0.929
C -1.412 -0.123 0.348
H 1.289 -0.954 -0.822

## Properties
* charge: 0
* structure (SMILES): CC(=O)O.C=O

No. 3
ORCA calculation (ωB97M-V/def2-TZVPD) on the molecule C4H13N2S at a distorted geometry.

Each line ends with the natural charge from an NBO analysis.
Geometry (Å):
H 2.215 1.516 -0.223  0.361
H 1.521 -0.943 1.388  0.229
H 1.513 1.761 1.276  0.241
C 1.322 -0.827 0.238  -0.551
C -0.836 0.432 0.712  -0.256
H 0.271 0.479 -1.170  0.226
N 1.301 1.628 0.237  -1.081
H -0.523 0.382 1.804  0.215
S 2.908 -0.698 -0.672  -0.069
C 0.468 0.394 -0.073  -0.123
H 0.733 -1.718 -0.060  0.254
C -2.312 -0.638 -0.945  -0.421
H -2.336 -0.922 1.102  0.368
H 3.249 -1.978 -0.520  0.126
H -3.023 -1.514 -1.061  0.216
H -1.377 1.304 0.472  0.186
H 0.891 2.446 -0.016  0.361
N -1.614 -0.744 0.354  -0.644
H -1.499 -0.657 -1.808  0.188
H -2.869 0.299 -1.036  0.175

Cartesian forces (eV/Å) of the 3 atoms listed first:
H 0.441 0.496 -0.308
H -0.396 0.475 -2.103
H -0.065 -0.232 0.081

## Properties
* 2S+1: 2
* charge: 0

No. 4
ORCA calculation (ωB97M-V/def2-TZVPD) on a cluster of 2 separate species, C3H6N4 in total at a distorted geometry.

Each line ends with the natural charge from an NBO analysis.
Geometry (Å):
H -0.871 -1.145 -1.924  0.362
N -2.284 0.376 -1.586  -0.259
H 0.074 0.011 2.864  0.239
H -1.569 1.073 -1.071  0.237
C 0.445 0.072 1.747  -0.052
C 1.228 0.391 -0.325  -0.073
H -0.390 -1.927 0.880  0.446
C 1.176 1.005 0.949  -0.347
H 1.765 1.881 1.147  0.242
N -1.795 -0.687 -1.949  -0.344
H 1.694 0.605 -1.284  0.222
N 0.007 -0.918 0.886  -0.364
N 0.521 -0.739 -0.334  -0.309

Cartesian forces (eV/Å) of the 3 atoms listed first:
H 0.544 1.947 1.056
N 2.551 0.680 1.102
H 1.094 0.480 -2.610

## Properties
* charge: 0
* structure (SMILES): [H]/N=N\[H].c1cn[nH]c1

No. 5
ORCA calculation (ωB97M-V/def2-TZVPD) on a structure of composition C39H41F5N11S2Sm at a distorted geometry.

Each line ends with the Mulliken spin population.
Geometry (Å):
H -1.910 -2.524 4.038  0.000
C -2.546 -3.342 -4.119  0.000
N -1.408 -3.766 1.811  -0.001
C 5.204 3.080 -3.577  0.000
C -3.870 -1.214 1.151  0.005
H 2.303 4.701 -1.612  0.000
N 1.183 0.181 2.038  0.000
H -2.477 2.132 -6.122  0.000
C 6.241 5.277 -3.831  0.000
C -1.874 -2.511 1.530  -0.016
C -2.768 -2.252 -3.289  -0.001
C 3.118 -1.872 1.980  -0.001
C 1.315 -0.493 4.347  -0.003
H 4.141 6.107 -2.469  0.000
C -1.415 -4.135 -3.899  0.000
C -2.265 -4.823 2.298  0.000
H -3.733 -0.475 0.353  -0.001
H 0.265 0.162 -3.481  -0.001
H 1.170 2.580 2.538  -0.001
H 3.854 2.639 0.133  0.000
H 0.259 -4.016 3.088  0.000
C -0.004 -4.027 2.022  0.000
H -0.786 -2.357 6.215  0.000
N -3.470 2.315 0.651  0.000
N 7.078 5.956 -4.226  0.000
S 0.498 -2.163 -0.961  -0.012
C -3.980 3.577 -1.670  0.000
C -0.502 -3.811 -2.915  0.001
C -0.990 1.098 -4.962  0.001
F -3.854 -1.479 -3.456  0.000
H 0.229 -5.012 1.611  0.000
H -2.252 -5.686 1.627  0.000
N -1.248 1.193 -2.586  -0.003
C 0.707 -0.592 3.090  -0.001
H 3.999 -2.399 1.613  0.000
H -4.880 3.236 -2.176  0.000
C 4.094 2.024 1.002  0.000
H 4.648 0.810 3.272  0.000
C 3.128 4.253 -2.149  0.000
S -1.400 2.047 2.364  -0.009
C 3.141 2.864 -2.345  0.001
N -3.946 2.442 2.861  -0.001
C -0.666 -2.677 -2.087  -0.003
C -2.997 2.451 -1.539  0.002
H 4.623 -0.867 3.834  0.000
H -1.906 -5.146 3.280  0.000
C -3.024 2.246 1.875  0.001
C -2.810 2.314 -4.015  0.002
F -1.230 -5.223 -4.659  0.000
C -0.356 -1.872 5.350  0.000
N -1.217 -1.402 1.783  0.009
H -0.427 0.741 -5.810  0.000
N -3.104 -2.428 0.953  -0.001
C 1.263 1.509 -1.090  -0.001
H 4.202 1.224 -3.237  0.000
H -2.830 -4.059 -0.309  0.000
C 5.201 4.459 -3.345  0.001
C -1.868 -1.975 -2.283  0.003
H 1.302 -1.023 6.413  0.000
C 4.190 2.293 -3.076  0.001
H 5.538 -0.435 2.372  0.000
H -4.415 -4.024 0.493  0.000
N -2.721 1.899 -0.392  0.000
C 1.966 2.834 1.840  0.002
C -2.126 1.878 -5.131  0.000
C -2.331 1.972 -2.740  -0.002
N 3.444 -0.481 2.164  0.000
C 4.631 -0.226 2.945  0.000
H -3.284 -4.468 2.410  0.000
H 2.778 -2.350 2.905  0.000
H -4.823 2.850 2.576  0.000
N 2.877 1.719 1.713  -0.001
F -2.162 -0.961 -1.395  0.001
F -3.409 -3.636 -5.104  0.000
C 4.149 5.039 -2.630  0.000
C 2.125 2.086 -1.735  0.001
C -0.475 -1.352 2.978  -0.005
C -0.983 -1.971 4.123  -0.001
H 4.781 2.583 1.643  0.000
H 6.007 2.640 -4.151  0.000
H -4.930 -1.468 1.203  0.000
C 2.467 0.463 1.984  -0.006
H -3.579 2.695 3.764  0.000
H 4.575 1.114 0.657  0.000
H -3.717 2.885 -4.126  0.000
H 0.593 -3.290 1.492  0.000
C 0.809 -1.133 5.459  0.000
H -4.252 3.924 -0.678  0.000
F 0.564 -4.604 -2.737  0.000
H 1.524 3.107 0.873  0.001
H -3.548 4.402 -2.233  0.000
H 2.188 0.138 4.444  0.000
C -0.609 0.773 -3.669  -0.001
H -3.573 -0.761 2.099  0.000
H -4.071 -2.901 -0.828  0.000
Sm -0.582 0.449 0.096  5.045
H 2.526 3.687 2.225  0.000
C -3.633 -3.409 0.034  0.000
H 2.335 -1.955 1.228  0.000

Cartesian forces (eV/Å) of the 3 atoms listed first:
H -0.054 0.030 0.051
C 0.184 0.001 0.159
N -0.061 0.285 -0.134

## Properties
* 2S+1: 6
* charge: 0

No. 6
ORCA calculation (ωB97M-V/def2-TZVPD) on the molecule C21H26ClN3O5S at a distorted geometry.

Each line ends with the natural charge from an NBO analysis.
Geometry (Å):
H 3.465 0.577 -2.399  0.233
C -0.088 -1.257 2.963  -0.224
C 1.274 -1.238 0.994  -0.218
C 0.028 2.203 1.604  0.216
H -1.383 6.719 -0.351  0.174
S 0.320 -3.626 1.800  2.324
N 0.300 -1.970 1.769  -0.717
C -1.823 -3.197 0.155  -0.242
N -0.948 -3.417 -0.972  -0.644
C -0.288 -3.675 -3.265  -0.162
C -0.090 2.833 0.370  -0.269
C 1.017 -1.716 -2.894  0.288
O -2.570 -3.348 -2.548  -0.626
C 2.486 0.175 -2.605  -0.232
O 1.174 -4.069 0.731  -0.960
H 2.170 -1.034 1.595  0.192
H -1.397 -5.099 1.115  0.252
C -0.707 0.076 2.538  -0.214
H -0.305 4.648 -0.709  0.220
H -2.017 -3.847 2.215  0.246
H -0.080 2.258 -0.541  0.217
H -0.073 -4.746 -3.332  0.223
Cl 1.680 2.741 -2.863  0.003
H 1.391 0.666 0.012  0.226
C -1.403 -3.465 -2.235  0.650
H 0.029 -3.596 -0.766  0.438
H 0.785 -1.073 3.604  0.199
O 0.934 -3.075 -2.899  -0.491
C -1.401 -4.036 1.343  -0.653
H -2.839 -3.446 -0.172  0.245
H -0.636 -3.326 -4.245  0.205
H -0.184 4.978 3.547  0.222
H 0.101 2.544 3.723  0.211
H 1.554 -1.843 0.133  0.237
H -0.659 1.189 -3.330  0.232
H -0.201 -0.129 -0.118  0.177
C -0.159 4.365 2.661  -0.229
H -1.035 -1.222 -3.344  0.240
C -0.043 -0.849 -3.141  -0.299
C 0.646 0.084 0.556  -0.232
H -1.629 -0.128 1.964  0.169
H 0.397 6.872 -0.405  0.175
O -0.400 6.350 1.440  -0.495
H -0.974 0.658 3.419  0.218
H -0.803 -1.868 3.513  0.219
C -0.226 4.208 0.273  -0.283
O 0.555 -4.123 3.123  -0.930
C 2.280 -1.188 -2.618  -0.204
C -0.265 4.991 1.418  0.283
C -0.008 3.000 2.751  -0.244
C -0.495 7.028 0.212  -0.251
H 3.090 -1.872 -2.425  0.227
H -0.579 8.084 0.463  0.199
C 0.164 0.521 -3.130  -0.205
H -1.798 -2.138 0.440  0.206
N 0.243 0.820 1.734  -0.470
C 1.424 1.029 -2.869  -0.074

Cartesian forces (eV/Å) of the 3 atoms listed first:
H 0.093 0.054 0.019
C -0.418 0.241 0.400
C 0.257 0.208 -0.613

## Properties
* charge: 0
* structure (SMILES): COc1ccc(N2CCN(S(=O)(=O)CCNC(=O)COc3ccc(Cl)cc3)CC2)cc1

| no. | electronic energy (a.u.) |
| --- | --- |
| 1 | -1623.22349 |
| 2 | -343.59995 |
| 3 | -667.74290 |
| 4 | -336.80282 |
| 5 | -4066.74267 |
| 6 | -2214.67154 |